(1)
# C12H18F2INOPS

The ion C12H18F2INOPS with charge +1 at a distorted geometry (ωB97M-V/def2-TZVPD, the OMol25 dataset).

Last column: natural (NBO) charge in e.
Positions of all 37 atoms, in Å:
C1 0.784 0.996 4.627  -0.187
C2 -0.242 1.145 3.798  -0.077
C3 -1.284 1.290 2.551  -0.531
C4 -0.942 0.292 1.332  0.336
N1 -0.075 0.389 0.302  -0.404
C5 0.854 1.574 0.059  -0.175
I1 2.529 1.600 1.514  0.194
C6 0.052 2.996 0.013  -0.453
C7 0.812 4.043 -0.979  -0.627
C8 -0.138 -0.890 -0.531  0.063
C9 1.164 -1.691 0.084  -0.656
C10 0.165 -0.673 -2.130  0.208
C11 0.150 -2.041 -2.981  -0.688
F1 -0.826 0.293 -2.644  -0.373
C12 -1.433 -1.829 -0.333  -0.036
F2 -2.544 -1.723 -1.276  -0.334
P1 -1.236 -3.699 -0.064  1.382
O1 -1.000 -4.528 -1.350  -1.035
S1 -1.946 -1.259 1.400  0.350
H1 1.843 0.890 5.095  0.297
H2 -1.434 2.392 2.244  0.300
H3 -2.307 0.927 2.987  0.288
H4 1.387 1.492 -0.977  0.271
H5 -1.074 2.886 -0.198  0.240
H6 0.149 3.450 1.081  0.224
H7 0.142 4.971 -1.174  0.255
H8 1.082 3.479 -1.966  0.216
H9 1.833 4.379 -0.529  0.235
H10 1.391 -2.673 -0.470  0.258
H11 1.029 -1.895 1.223  0.247
H12 2.073 -0.984 -0.088  0.251
H13 1.243 -0.236 -2.235  0.196
H14 -0.905 -2.452 -3.214  0.272
H15 0.823 -2.882 -2.532  0.253
H16 0.629 -1.808 -4.022  0.255
H17 -2.509 -4.155 0.485  -0.003
H18 -0.238 -4.069 0.897  -0.011

- Calculated total energy: -1834.49440 a.u.
- HOMO: -12.82 eV
- Charge: +1
- 2S+1: 1
- E_LUMO: -5.02 eV

(2)
# C5H8O

A cluster of 3 separate species, C5H8O in total at a distorted geometry (ωB97M-V/def2-TZVPD, the OMol25 dataset).

Last column: natural (NBO) charge in e.
Positions of all 14 atoms, in Å:
O1 -1.529 -0.911 2.587  -0.510
C1 -0.649 -1.521 2.206  0.518
C2 0.687 0.577 0.614  -0.204
C3 -0.512 1.230 -0.041  -0.424
C4 0.048 0.646 -1.377  -0.425
C5 1.149 0.054 -0.523  -0.181
H1 -0.142 -2.438 0.002  0.001
H2 1.047 0.562 1.640  0.205
H3 -1.499 0.840 0.237  0.205
H4 -0.533 2.323 0.018  0.206
H5 -0.624 -0.047 -1.899  0.204
H6 0.401 1.403 -2.085  0.207
H7 0.152 -2.148 -0.615  -0.007
H8 2.005 -0.570 -0.765  0.206

- Calculated total energy: -270.44305 a.u.
- HOMO: -9.42 eV
- 2S+1: 1
- E_LUMO: 1.17 eV

(3)
# C4H12NS

A cluster of 3 separate species, C4H12NS in total at a distorted geometry (ωB97M-V/def2-TZVPD, the OMol25 dataset).

Last column: natural (NBO) charge in e.
Positions of all 18 atoms, in Å:
C1 -2.881 0.361 1.355  -0.707
C2 -1.727 -0.388 2.042  0.129
C3 -1.458 -0.718 3.365  -0.064
C4 0.048 0.449 -0.890  -0.480
S1 -1.365 0.244 -1.866  -0.020
N1 4.934 -0.420 -2.946  -0.266
H1 -3.321 -0.307 0.594  0.317
H2 -3.672 0.846 1.947  0.276
H3 -2.337 1.090 0.706  0.294
H4 -0.947 -0.594 1.245  0.236
H5 -0.420 -0.787 3.746  0.254
H6 -2.300 -0.582 4.086  0.246
H7 0.888 -0.044 -1.340  0.169
H8 0.185 1.481 -0.621  0.199
H9 -1.079 0.657 -3.102  0.176
H10 4.483 -0.619 -2.135  0.391
H11 5.377 -1.137 -3.374  0.402
H12 5.592 0.469 -2.812  0.449

- Calculated total energy: -611.59507 a.u.
- HOMO (alpha / beta): -15.02 / -14.97 eV
- <S²>: 1.75
- Charge: +2
- 2S+1: 2
- E_LUMO (alpha / beta): -10.72 / -12.83 eV

(4)
# C32H29CuNP2

A structure of composition C32H29CuNP2 at a distorted geometry (ωB97M-V/def2-TZVPD, the OMol25 dataset).

Last column: natural (NBO) charge in e.
Positions of all 65 atoms, in Å:
Cu1 -0.332 -0.428 1.179  0.724
C1 -1.072 0.467 -1.618  -0.705
C2 -0.300 -0.835 -1.805  -0.744
P1 -1.175 -2.502 -1.848  0.807
C3 -1.012 -2.984 -0.083  -0.362
C4 -1.806 -2.511 0.967  -0.270
C5 -1.534 -2.902 2.273  -0.211
C6 -0.449 -3.715 2.552  -0.190
C7 0.351 -4.173 1.516  -0.205
C8 0.064 -3.814 0.210  -0.125
C9 -2.958 -2.133 -2.001  -0.340
C10 -3.886 -2.865 -1.256  -0.164
C11 -5.240 -2.713 -1.473  -0.228
C12 -5.703 -1.874 -2.474  -0.225
C13 -4.789 -1.201 -3.269  -0.199
C14 -3.434 -1.337 -3.045  -0.227
P2 -1.831 0.715 0.083  0.766
C15 -1.457 2.488 0.383  -0.356
C16 -2.435 3.474 0.533  -0.155
C17 -2.091 4.748 0.942  -0.245
C18 -0.770 5.062 1.226  -0.212
C19 0.201 4.071 1.141  -0.208
C20 -0.139 2.798 0.739  -0.192
C21 -3.609 0.769 -0.298  -0.332
C22 -4.544 0.201 0.573  -0.216
C23 -5.896 0.300 0.324  -0.161
C24 -6.360 0.980 -0.799  -0.225
C25 -5.444 1.563 -1.661  -0.212
C26 -4.092 1.457 -1.424  -0.200
H1 -1.860 0.560 -2.366  0.213
H2 -0.361 1.289 -1.760  0.242
H3 0.456 -0.943 -1.011  0.306
H4 0.236 -0.776 -2.764  0.221
H5 -2.681 -1.907 0.754  0.221
H6 -2.164 -2.537 3.075  0.208
H7 -0.217 -3.973 3.577  0.208
H8 1.198 -4.805 1.735  0.210
H9 0.691 -4.159 -0.602  0.206
H10 -3.541 -3.570 -0.512  0.218
H11 -5.944 -3.264 -0.863  0.205
H12 -6.763 -1.766 -2.650  0.205
H13 -5.137 -0.571 -4.075  0.204
H14 -2.734 -0.843 -3.707  0.209
H15 -3.469 3.237 0.317  0.203
H16 -2.861 5.503 1.043  0.201
H17 -0.500 6.065 1.527  0.204
H18 1.225 4.298 1.399  0.219
H19 0.610 2.015 0.701  0.258
H20 -4.194 -0.307 1.463  0.221
H21 -6.612 -0.148 1.003  0.202
H22 -7.421 1.057 -0.992  0.207
H23 -5.792 2.106 -2.530  0.206
H24 -3.402 1.933 -2.104  0.217
N1 1.388 -0.738 1.317  -1.242
C27 2.606 -0.404 1.640  0.172
C28 2.966 -0.041 2.974  -0.333
C29 4.246 0.322 3.306  -0.199
C30 5.259 0.347 2.352  -0.386
C31 4.951 -0.033 1.051  -0.225
C32 3.678 -0.408 0.698  -0.287
H25 2.182 -0.057 3.724  0.191
H26 4.467 0.600 4.334  0.176
H27 6.267 0.640 2.616  0.178
H28 5.731 -0.026 0.295  0.177
H29 3.458 -0.713 -0.318  0.178

- Calculated total energy: -3614.70792 a.u.
- HOMO: -1.80 eV
- Charge: -1
- 2S+1: 1
- E_LUMO: 2.40 eV